{"formula": "C27H81O36P9", "method": "ωB97M-V/def2-TZVPD", "symbols": ["C", "O", "P", "O", "O", "C", "O", "C", "H", "H", "H", "H", "H", "H", "H", "H", "H", "C", "O", "P", "O", "O", "C", "O", "C", "H", "H", "H", "H", "H", "H", "H", "H", "H", "C", "O", "P", "O", "O", "C", "O", "C", "H", "H", "H", "H", "H", "H", "H", "H", "H", "C", "O", "P", "O", "O", "C", "O", "C", "H", "H", "H", "H", "H", "H", "H", "H", "H", "C", "O", "P", "O", "O", "C", "O", "C", "H", "H", "H", "H", "H", "H", "H", "H", "H", "C", "O", "P", "O", "O", "C", "O", "C", "H", "H", "H", "H", "H", "H", "H", "H", "H", "C", "O", "P", "O", "O", "C", "O", "C", "H", "H", "H", "H", "H", "H", "H", "H", "H", "C", "O", "P", "O", "O", "C", "O", "C", "H", "H", "H", "H", "H", "H", "H", "H", "H", "C", "O", "P", "O", "O", "C", "O", "C", "H", "H", "H", "H", "H", "H", "H", "H", "H"], "coordinates": [[0.43455, 0.51167, -3.01252], [0.64067, 1.19384, -4.23903], [2.08263, 1.69949, -4.74987], [3.19143, 0.72464, -4.71882], [1.65358, 2.13599, -6.22632], [2.54842, 2.83963, -7.06842], [2.35785, 2.99947, -3.88235], [2.58023, 2.84827, -2.47338], [1.36500, 0.27772, -2.49406], [0.00177, -0.46509, -3.25717], [-0.27651, 0.99488, -2.34127], [3.45012, 3.24022, -6.59631], [2.05630, 3.74913, -7.42086], [2.84721, 2.20835, -7.90218], [1.63072, 3.08265, -1.98072], [3.23624, 3.60916, -2.05421], [2.89926, 1.84307, -2.21954], [-3.74856, -7.83292, -6.35189], [-2.98189, -7.48530, -5.19147], [-1.40601, -7.27144, -5.31924], [-0.53615, -8.45046, -5.38388], [-1.03765, -6.32793, -4.08357], [-1.95223, -5.29667, -3.64893], [-1.29380, -6.33536, -6.62520], [-0.04449, -6.28849, -7.34502], [-4.17694, -6.93193, -6.78802], [-4.50166, -8.55952, -6.06495], [-3.11002, -8.26810, -7.12233], [-1.34351, -4.48978, -3.24832], [-2.75709, -5.71074, -3.05193], [-2.36071, -4.86134, -4.56793], [0.60273, -7.12199, -7.06853], [0.41014, -5.34674, -7.04405], [-0.24506, -6.41734, -8.40569], [-3.96778, 7.58105, 2.23641], [-2.97140, 7.23372, 3.17938], [-3.20442, 6.10234, 4.28227], [-4.41880, 6.30248, 5.10369], [-1.90610, 6.13894, 5.17862], [-0.61157, 6.27220, 4.51850], [-3.09105, 4.74613, 3.45951], [-3.98703, 4.20823, 2.48740], [-4.06066, 8.65368, 2.08406], [-4.92947, 7.17724, 2.56564], [-3.76760, 7.11617, 1.26544], [-0.36677, 7.31907, 4.35444], [-0.67647, 5.66859, 3.61658], [0.15196, 5.89626, 5.19561], [-3.53056, 3.89858, 1.54840], [-4.73430, 4.94146, 2.19383], [-4.48705, 3.33742, 2.90863], [-5.84383, 0.43467, 6.95350], [-6.03543, 0.91876, 5.61606], [-5.04098, 0.46268, 4.49000], [-5.21473, 0.99188, 3.12224], [-3.61774, 0.94638, 5.10242], [-2.42431, 1.40615, 4.41327], [-5.09966, -1.12854, 4.64046], [-4.15762, -1.94480, 3.90547], [-5.75881, 1.30054, 7.61241], [-4.94704, -0.16640, 7.06139], [-6.73984, -0.06687, 7.31456], [-2.73872, 1.72436, 3.41852], [-1.76994, 0.54257, 4.40679], [-2.14596, 2.32249, 4.92663], [-4.45343, -2.95648, 4.13941], [-3.12116, -1.68267, 4.12775], [-4.20648, -1.66837, 2.85133], [3.08878, -6.80359, -4.68151], [2.37219, -5.99149, -3.72962], [2.61668, -4.42341, -3.57523], [4.00077, -4.09102, -3.23777], [2.04688, -3.86428, -4.97830], [1.52483, -2.51383, -4.99297], [1.42819, -4.01833, -2.55590], [1.44661, -4.44868, -1.18447], [3.99651, -7.14365, -4.18515], [3.33395, -6.28760, -5.60785], [2.40047, -7.62797, -4.85570], [0.44444, -2.56598, -5.14350], [1.96230, -2.09263, -5.89634], [1.77456, -1.98257, -4.07904], [0.81521, -5.33839, -1.13538], [1.08834, -3.68478, -0.50151], [2.44766, -4.80603, -0.93972], [2.23074, -3.82865, 3.45059], [3.62748, -3.50631, 3.59942], [4.52302, -3.51639, 2.27633], [5.92208, -3.07130, 2.37826], [4.42452, -5.01555, 1.73356], [5.35153, -5.45797, 0.72879], [3.60655, -2.68776, 1.27699], [3.93826, -2.38374, -0.06069], [2.12232, -4.78295, 3.95727], [1.84433, -3.90755, 2.43242], [1.58807, -3.04081, 3.84222], [4.96487, -6.18238, 0.01690], [6.13197, -5.99545, 1.27437], [5.85723, -4.62119, 0.25496], [3.11265, -1.98413, -0.65488], [4.25915, -3.24477, -0.64655], [4.66513, -1.57035, -0.07623], [2.37260, 3.38507, 2.28961], [2.41899, 3.94569, 3.61257], [3.80017, 4.12638, 4.38078], [3.78001, 5.25894, 5.32704], [4.02723, 2.71731, 5.12684], [3.25216, 2.47432, 6.28840], [4.87201, 4.20694, 3.24329], [6.22794, 4.23759, 3.64747], [2.02700, 4.15249, 1.58862], [1.46127, 2.78443, 2.30241], [3.26437, 2.93529, 1.86932], [2.72581, 1.52223, 6.18541], [2.49787, 3.23295, 6.49797], [3.89263, 2.37973, 7.16580], [6.51680, 5.18570, 4.11234], [6.94862, 4.12390, 2.83946], [6.50489, 3.50078, 4.40536], [-1.01936, 4.36945, 0.71289], [-1.64628, 4.75425, -0.50256], [-2.47671, 3.75312, -1.38426], [-2.23810, 2.31309, -1.21952], [-3.94021, 4.24937, -1.09458], [-5.04493, 3.59142, -1.68863], [-2.23121, 4.28891, -2.88103], [-0.88947, 4.46964, -3.28929], [-1.37973, 5.00187, 1.52199], [0.05249, 4.46639, 0.53831], [-1.16898, 3.33036, 1.01774], [-4.73389, 2.77058, -2.33667], [-5.63905, 4.32520, -2.23776], [-5.76580, 3.16203, -0.98714], [-0.22877, 4.62799, -2.43615], [-0.71496, 5.31036, -3.96413], [-0.59806, 3.60500, -3.89075], [1.60538, -0.26833, 3.14266], [0.53064, -0.93635, 2.50687], [-0.10359, -0.46444, 1.12002], [0.56402, 0.68276, 0.48500], [-0.25726, -1.87587, 0.37380], [-0.99001, -1.98217, -0.84262], [-1.60374, -0.15383, 1.67668], [-2.80248, 0.16409, 0.95758], [1.35073, 0.14916, 4.11631], [2.14049, 0.47851, 2.55717], [2.37411, -1.02142, 3.33814], [-1.97179, -2.41845, -0.64777], [-0.43339, -2.61266, -1.53305], [-1.15848, -1.00414, -1.30163], [-3.16687, 1.09010, 1.39480], [-3.63833, -0.51037, 1.17382], [-2.66688, 0.07920, -0.11531]], "forces_ev_per_a": [[-0.012, -1.380, 0.201], [0.550, 0.663, -0.657], [-0.260, -1.375, -0.222], [-0.713, 0.463, 0.302], [-0.054, 0.253, 1.555], [0.540, 0.977, -0.502], [0.350, 0.551, -0.493], [-0.993, 0.409, 0.564], [0.021, 0.269, 0.073], [-0.017, 0.100, -0.101], [0.216, 0.555, -0.210], [-0.021, -0.549, 0.421], [-0.293, -0.317, -0.211], [-0.106, -0.021, 0.020], [-0.100, -0.484, 0.004], [0.545, -0.112, -0.687], [0.236, 0.030, 0.039], [0.383, -0.026, -0.481], [0.561, 0.287, 0.102], [0.576, 0.359, -0.137], [-0.368, 0.257, 0.082], [-0.566, -0.569, 0.124], [0.447, 0.203, -1.867], [-0.402, -0.627, 0.358], [0.026, -0.237, 0.522], [-0.208, -0.008, 0.202], [-0.074, 0.119, 0.104], [-0.003, -0.154, 0.100], [-0.074, -0.306, 0.714], [0.188, 0.149, 0.360], [-0.418, 0.028, 0.206], [-0.068, 0.056, 0.237], [0.265, 0.015, -0.548], [-0.123, 0.514, -0.018], [-0.946, -0.721, -0.459], [0.833, 0.232, 0.242], [-1.667, 0.615, 0.933], [0.823, -0.492, -1.000], [0.386, 0.169, -0.816], [-0.312, -0.302, 0.523], [0.914, -0.314, 0.030], [-1.072, 0.089, 0.050], [0.294, 0.043, 0.367], [-0.080, 0.339, 0.048], [0.281, 0.053, 0.090], [-0.329, 0.010, -0.353], [0.542, 0.221, -0.170], [-0.167, -0.302, -0.001], [0.708, 0.125, 0.287], [-0.179, 0.041, 0.172], [-0.045, 0.051, 0.066], [-0.250, 0.718, 0.830], [-0.104, -0.316, -0.386], [1.804, 0.737, -0.303], [-0.376, -0.369, 0.671], [-0.914, -0.658, 0.263], [-1.977, 0.004, -0.180], [0.425, 0.456, 0.003], [-0.140, 1.225, -0.347], [0.262, 0.121, -0.221], [-0.090, -0.180, -0.103], [0.050, -0.406, -0.460], [0.351, -0.292, -0.188], [0.640, 0.474, -0.116], [0.645, -0.338, 0.234], [0.349, -0.221, -0.238], [-0.030, -0.337, 0.736], [-0.532, -0.551, -0.140], [-0.200, -0.141, 0.737], [-0.175, 0.852, -0.076], [-1.045, -1.123, -0.832], [-0.251, 0.460, 0.333], [0.134, -0.165, 1.542], [0.127, -0.491, -0.881], [0.644, 0.447, -0.517], [0.363, -1.317, -0.426], [0.071, -0.116, -0.237], [-0.127, 0.174, 0.053], [0.244, -0.125, -0.250], [0.007, -0.014, 0.252], [0.032, 0.551, 0.357], [0.097, 0.241, -0.209], [-0.197, 0.140, 0.150], [0.201, 0.184, -0.184], [0.057, 0.348, 0.337], [-0.553, -0.350, 0.082], [0.306, 0.312, -1.414], [0.809, -0.157, -0.413], [-0.904, 0.068, 0.333], [-0.806, -0.078, -0.184], [1.435, -0.288, 0.945], [-0.850, 0.212, 0.371], [0.555, 0.588, -1.040], [-0.457, 0.082, 0.110], [0.726, -0.216, -0.210], [0.387, -0.044, 0.636], [-0.773, 0.393, 0.031], [0.085, 0.032, -0.099], [-0.216, 0.011, -0.267], [-0.587, -0.118, 0.726], [0.356, -0.053, 0.250], [0.381, -0.340, -0.001], [-2.162, 0.632, -0.470], [1.181, 0.144, -0.467], [-1.082, 0.745, 1.904], [-0.057, -0.702, -0.645], [0.350, 0.581, -0.987], [-0.509, -0.581, 0.847], [0.317, -0.708, -0.420], [1.931, 0.593, 0.955], [0.633, 0.444, 0.145], [0.591, -0.880, -0.059], [0.102, -0.302, 0.555], [0.116, 0.020, -0.241], [0.185, 0.210, -0.200], [0.152, 0.181, -0.147], [-0.587, 0.185, -0.107], [-0.691, -0.246, -0.527], [-0.542, -0.341, -0.178], [0.745, -0.326, 0.477], [-0.238, -0.199, -0.105], [-0.046, 0.019, -1.130], [0.108, 0.290, 0.154], [-0.246, -0.034, 0.432], [-1.116, -0.347, -0.637], [-0.466, 0.431, 0.979], [1.081, -0.483, -0.815], [0.146, 0.188, -0.142], [-0.012, 0.267, 0.303], [-0.341, -0.063, -0.426], [0.063, 0.180, -0.119], [0.372, -0.008, -0.246], [0.588, 0.102, 0.568], [0.038, -0.213, -0.045], [-0.795, 0.289, 0.228], [0.232, -0.169, 0.392], [1.665, -0.407, 0.433], [-0.421, 0.153, -0.892], [-1.680, 0.306, 1.697], [-0.136, -0.742, -0.335], [0.678, 0.690, 0.366], [-0.480, 0.298, -0.397], [1.027, -0.666, -0.241], [-0.391, -0.365, 0.177], [-0.582, 0.074, -0.178], [-0.618, 0.128, -0.359], [-0.117, -0.059, 0.039], [0.109, -0.100, 0.097], [0.001, 0.048, 0.019], [0.165, -0.071, -0.016], [0.151, 0.431, -0.838], [0.513, -0.496, 0.394], [0.073, 0.906, -0.023]], "homo_ha": -0.37681, "smiles": "COP(=O)(OC)OC.COP(=O)(OC)OC.COP(=O)(OC)OC.COP(=O)(OC)OC.COP(=O)(OC)OC.COP(=O)(OC)OC.COP(=O)(OC)OC.COP(=O)(OC)OC.COP(=O)(OC)OC", "charge": 0, "orbital_gap_ev": 10.483, "total_energy_ha": -6858.9430}